No. 1
Molecular formula: C52H105F15O26
Method: DFT, ωB97M-V/def2-TZVPD

Structure (XYZ):
```
198
C52H105F15O26 | the Open Molecules 2025 dataset | ωB97M-V/def2-TZVPD
C -0.36 3.56 -2.65
O -0.82 4.73 -2.01
C -1.33 4.46 -0.68
C -0.28 4.18 0.41
O 0.56 2.99 0.29
C 1.58 2.91 1.26
H 0.63 3.24 -2.31
H -0.18 3.71 -3.71
H -1.08 2.74 -2.58
H -2.01 3.61 -0.69
H -1.86 5.38 -0.45
H -0.81 4.08 1.35
H 0.34 5.07 0.45
H 2.33 2.17 0.97
H 1.11 2.52 2.16
H 2.10 3.87 1.25
C -5.44 0.10 2.67
O -6.61 -0.16 3.39
C -7.72 0.61 3.11
C -8.95 0.09 3.87
O -9.35 -1.17 3.51
C -10.15 -1.29 2.30
H -4.74 -0.73 2.77
H -5.03 1.04 3.04
H -5.58 0.26 1.60
H -7.89 0.68 2.04
H -7.44 1.63 3.39
H -9.67 0.90 3.81
H -8.76 0.18 4.94
H -11.00 -0.61 2.30
H -10.66 -2.25 2.29
H -9.58 -1.10 1.39
C -6.66 3.80 4.90
O -5.63 3.54 3.92
C -5.25 4.55 2.99
C -4.22 4.07 2.01
O -4.38 2.76 1.37
C -5.56 2.81 0.64
H -6.85 2.94 5.55
H -7.62 3.98 4.41
H -6.50 4.59 5.63
H -4.71 5.30 3.55
H -6.17 4.95 2.55
H -3.35 3.98 2.66
H -3.95 4.88 1.34
H -5.70 1.81 0.24
H -5.28 3.50 -0.16
H -6.44 3.12 1.21
C -3.18 4.74 8.17
O -2.58 3.82 7.32
C -3.53 3.27 6.25
C -2.89 2.10 5.58
O -1.75 2.38 4.80
C -1.04 1.29 4.28
H -3.41 5.69 7.68
H -2.49 5.04 8.96
H -4.10 4.29 8.54
H -3.65 4.04 5.49
H -4.52 3.00 6.63
H -3.54 1.60 4.86
H -2.60 1.40 6.36
H -0.57 0.77 5.11
H -0.25 1.68 3.63
H -1.69 0.59 3.76
C 3.60 -2.56 0.80
O 4.64 -3.00 1.63
C 4.91 -4.38 1.68
C 5.75 -4.75 2.83
O 6.99 -4.12 2.76
C 7.77 -4.41 3.92
H 3.59 -1.47 0.67
H 2.64 -2.99 1.10
H 3.78 -3.07 -0.14
H 5.32 -4.70 0.72
H 3.93 -4.87 1.71
H 5.80 -5.83 2.74
H 5.32 -4.41 3.78
H 7.28 -4.42 4.89
H 8.49 -3.59 3.93
H 8.36 -5.32 3.82
C 1.94 -5.50 4.09
O 1.17 -4.49 3.47
C 0.94 -3.34 4.20
C 0.20 -2.30 3.34
O -1.10 -2.62 2.82
C -1.10 -3.75 1.96
H 1.94 -6.41 3.49
H 1.66 -5.72 5.12
H 2.96 -5.15 4.20
H 1.88 -2.95 4.58
H 0.32 -3.59 5.06
H 0.75 -2.17 2.41
H 0.17 -1.31 3.81
H -0.64 -4.64 2.36
H -0.54 -3.42 1.08
H -2.09 -4.10 1.66
C -3.27 0.76 -3.68
O -4.05 0.06 -2.71
C -5.08 -0.72 -3.42
C -6.01 -1.45 -2.39
O -6.58 -0.53 -1.51
C -7.65 -1.04 -0.70
H -3.89 1.42 -4.29
H -2.67 0.09 -4.29
H -2.60 1.39 -3.09
H -4.62 -1.43 -4.10
H -5.76 -0.04 -3.93
H -5.53 -2.24 -1.81
H -6.67 -2.00 -3.07
H -7.32 -1.82 -0.01
H -8.45 -1.45 -1.32
H -8.04 -0.28 -0.04
C 10.17 -2.50 -0.59
O 8.82 -2.72 -0.68
C 8.00 -1.64 -0.18
C 6.69 -1.64 -0.98
O 6.82 -0.90 -2.17
C 5.83 -1.03 -3.17
H 10.59 -3.37 -1.09
H 10.44 -2.52 0.46
H 10.70 -1.70 -1.11
H 8.55 -0.71 -0.31
H 7.83 -1.71 0.89
H 5.92 -1.17 -0.36
H 6.24 -2.59 -1.24
H 6.09 -0.30 -3.94
H 4.92 -0.61 -2.73
H 5.73 -2.00 -3.65
C -2.13 0.60 0.56
C -1.71 -0.66 -0.30
O -0.51 -0.49 -1.09
C 0.82 -0.53 -0.67
O 1.15 -0.72 0.50
C 1.89 -0.31 -1.77
F 2.81 0.45 -1.21
F 2.33 -1.49 -2.17
F 1.32 0.27 -2.84
H -1.21 1.03 0.95
H -2.66 0.35 1.48
H -2.64 1.45 0.11
H -2.52 -1.05 -0.91
H -1.54 -1.49 0.39
C 3.34 2.80 -3.44
C 3.88 4.18 -3.32
O 4.62 4.65 -4.50
C 4.93 6.00 -4.52
O 4.53 6.93 -3.77
C 5.94 6.29 -5.63
F 5.38 7.26 -6.32
F 7.06 6.72 -5.12
F 6.20 5.26 -6.42
H 4.11 2.15 -3.86
H 2.47 2.79 -4.08
H 3.02 2.45 -2.46
H 4.60 4.22 -2.50
H 3.06 4.89 -3.23
C 2.58 -3.21 -4.69
C 3.60 -3.68 -5.72
O 3.45 -3.19 -7.07
C 3.61 -1.90 -7.43
O 3.94 -0.98 -6.63
C 3.36 -1.54 -8.93
F 4.46 -1.02 -9.47
F 3.05 -2.60 -9.66
F 2.35 -0.64 -9.00
H 1.55 -3.40 -5.00
H 2.83 -2.19 -4.41
H 2.64 -3.88 -3.83
H 3.65 -4.77 -5.75
H 4.60 -3.42 -5.40
C 3.72 0.21 3.30
C 5.08 0.47 2.61
O 4.90 1.27 1.37
C 5.98 1.74 0.75
O 7.17 1.45 0.97
C 5.71 2.85 -0.31
F 6.28 2.57 -1.49
F 4.45 3.19 -0.41
F 6.28 3.98 0.17
H 3.20 1.12 3.59
H 3.95 -0.37 4.19
H 3.04 -0.39 2.68
H 5.49 -0.51 2.37
H 5.80 0.89 3.31
C -5.28 -2.88 -6.53
C -4.41 -3.94 -5.88
O -3.53 -3.34 -4.97
C -2.40 -3.95 -4.68
O -2.01 -5.03 -5.08
C -1.53 -3.18 -3.64
F -1.02 -2.11 -4.26
F -2.32 -2.80 -2.63
F -0.53 -3.92 -3.23
H -4.71 -2.04 -6.91
H -5.93 -2.43 -5.78
H -5.95 -3.30 -7.28
H -3.80 -4.32 -6.70
H -4.98 -4.72 -5.39
```

The HOMO energy comes out at -0.344 hartree. As for the spin multiplicity: 1.


No. 2
Molecular formula: C2H3P
Method: DFT, ωB97M-V/def2-TZVPD

Structure (XYZ):
```
6
C2H3P | the Open Molecules 2025 dataset | ωB97M-V/def2-TZVPD
C 1.85 -0.86 -0.03
C 0.79 -0.36 0.10
P -1.55 -0.45 -0.03
H 2.93 -1.00 -0.11
H -1.58 -1.08 1.22
H -1.03 -1.54 -0.71
```

The HOMO energy comes out at -0.372 hartree. As for the spin multiplicity: 1.


No. 3
Molecular formula: C28H43Br36N2O6
Method: DFT, ωB97M-V/def2-TZVPD

Structure (XYZ):
```
115
C28H43Br36N2O6 | the Open Molecules 2025 dataset | ωB97M-V/def2-TZVPD
C -2.81 1.68 -2.35
O -2.86 2.17 -1.01
C -3.53 1.25 -0.16
C -2.57 0.08 0.30
C -2.60 -1.19 -0.64
C -2.54 -2.51 0.23
C -1.09 -3.07 0.47
C -0.38 -2.13 1.52
C 0.99 -2.83 1.93
C 2.02 -2.80 0.73
C 2.42 -1.30 0.38
C 1.78 -0.81 -1.00
N 2.90 -0.63 -1.94
C 2.80 -1.47 -3.12
O 4.00 -2.32 -3.18
O 3.59 -3.65 -3.05
C 3.17 0.78 -2.26
N 4.45 0.79 -3.01
C 3.39 1.68 -1.02
C 3.40 3.20 -1.39
O 2.81 4.01 -0.75
C 2.05 1.48 -3.13
O 2.33 2.08 -4.19
O 0.82 1.50 -2.75
H -2.48 2.51 -3.00
H -3.78 1.22 -2.69
H -2.02 0.89 -2.40
H -3.87 1.79 0.75
H -4.43 0.80 -0.66
H -2.90 -0.21 1.33
H -1.55 0.51 0.38
H -1.70 -1.18 -1.30
H -3.51 -1.22 -1.29
H -3.00 -2.33 1.23
H -3.14 -3.29 -0.30
H -1.17 -4.08 0.94
H -0.51 -3.18 -0.47
H -0.21 -1.11 1.12
H -0.98 -2.11 2.47
H 0.79 -3.91 2.15
H 1.46 -2.29 2.78
H 2.96 -3.32 1.05
H 1.67 -3.31 -0.18
H 2.18 -0.62 1.23
H 3.53 -1.31 0.27
H 1.22 0.12 -0.76
H 1.05 -1.59 -1.28
H 2.78 -0.93 -4.09
H 1.95 -2.19 -3.08
H 3.20 -3.91 -3.90
H 4.29 0.62 -4.00
H 4.92 1.68 -2.92
H 2.60 1.59 -0.24
H 4.35 1.43 -0.50
H 4.03 3.51 -2.26
C 1.88 6.11 1.86
Br 3.11 7.60 2.06
Br 2.09 4.82 3.28
Br 0.05 6.72 1.71
H 2.13 5.61 0.93
C -1.47 -4.44 4.57
Br -2.92 -4.63 3.31
Br -0.98 -2.59 4.82
Br -1.86 -5.31 6.25
H -0.61 -4.94 4.14
C 0.07 7.11 -2.36
Br 0.51 5.24 -2.38
Br 0.79 8.04 -3.91
Br -1.83 7.41 -2.17
H 0.55 7.54 -1.49
C -6.19 6.39 -2.16
Br -5.21 8.05 -2.13
Br -8.10 6.68 -2.13
Br -5.66 5.26 -3.64
H -5.94 5.86 -1.25
C 6.33 -1.32 1.93
Br 4.63 -1.41 2.84
Br 7.25 -3.02 1.96
Br 6.14 -0.64 0.13
H 6.94 -0.62 2.47
C -1.67 1.65 -7.02
Br -0.27 1.65 -5.69
Br -2.53 -0.09 -7.15
Br -2.96 3.06 -6.71
H -1.20 1.84 -7.97
C -6.92 -0.76 -6.09
Br -6.74 -2.41 -7.09
Br -5.96 -0.84 -4.41
Br -6.39 0.77 -7.14
H -7.97 -0.64 -5.86
C 1.92 -4.18 6.88
Br 2.77 -5.90 6.64
Br 2.08 -3.54 8.70
Br 2.56 -2.88 5.60
H 0.86 -4.32 6.68
C 4.44 -7.72 3.07
Br 5.49 -6.10 3.07
Br 2.56 -7.37 3.28
Br 4.80 -8.80 1.50
H 4.75 -8.31 3.93
C 1.04 -1.59 -7.66
Br 1.20 -3.25 -8.65
Br 1.97 -1.65 -5.97
Br 1.59 -0.07 -8.71
H -0.02 -1.46 -7.43
C -0.39 1.18 7.37
Br -1.80 2.51 7.33
Br -0.98 -0.47 8.18
Br 0.37 0.89 5.62
H 0.40 1.58 8.00
C -5.33 3.46 9.71
Br -4.95 1.57 9.57
Br -4.72 4.43 8.15
Br -7.19 3.79 10.08
H -4.76 3.83 10.55
```

The charge is -1. The HOMO energy comes out at -0.196 hartree. As for the spin multiplicity: 1.


Number 1: total energy -5498.1143 Eh, orbital gap 9.7 eV, LUMO level 0.4 eV. Number 2: total energy -419.1904 Eh, orbital gap 9.6 eV, LUMO level -0.6 eV. Number 3: total energy -94317.9340 Eh, orbital gap 6.3 eV, LUMO level 0.9 eV.